{"formula": "C3H5O3Tb", "method": "ωB97M-V with the def2-TZVPD basis set", "energy_ev": -31746.30312, "total_charge": 2, "spin_multiplicity": 7, "e_homo_ev": [-16.9, -16.6], "elements": ["H", "C", "C", "O", "C", "O", "H", "H", "H", "H", "Tb", "O"], "coordinates": [[0.90458, 1.70030, 0.49569], [0.01470, 1.54391, -0.14088], [-0.78218, 0.36456, 0.34452], [0.07459, -0.69385, 0.84744], [-0.22557, -1.91873, 0.54671], [0.67689, -2.68279, 1.12709], [-0.66945, 2.36637, -0.41483], [-1.66367, 0.06970, -0.23389], [0.65641, -3.55591, 0.71879], [-1.08569, 0.99163, 1.28353], [1.75133, 0.91743, -3.16185], [0.34807, 0.89738, -1.41231]]}



{"formula": "C3H5O3Tl", "method": "ωB97M-V with the def2-TZVPD basis set", "energy_ev": -14026.90469, "e_homo_ev": -9.0, "elements": ["Tl", "O", "O", "C", "C", "O", "C", "H", "H", "H", "H", "H"], "coordinates": [[1.91297, 0.84490, 0.53721], [1.32457, -1.23992, -0.16567], [-0.87271, -1.16127, 0.35090], [-1.94626, -0.25615, 0.12168], [-1.29484, 1.13424, 0.10724], [-0.02859, 0.95888, -0.44701], [0.16860, -0.89053, -0.50923], [-2.40750, -0.47648, -0.85628], [-2.68210, -0.39088, 0.92330], [-1.24762, 1.52135, 1.14447], [-1.92560, 1.82456, -0.48420], [-0.13289, -0.96796, -1.57376]]}



{"formula": "C3H5O3Tl", "method": "ωB97M-V with the def2-TZVPD basis set", "energy_ev": -14023.68542, "e_homo_ev": -7.0, "elements": ["H", "C", "C", "O", "C", "O", "Tl", "O", "H", "H", "H", "H"], "coordinates": [[1.35104, 0.87211, -2.06324], [0.62761, 0.25022, -1.53673], [1.07198, -0.80760, -0.86621], [0.22345, -1.74798, -0.29457], [-0.66879, -1.33614, 0.56991], [-1.39055, -2.36663, 0.89281], [-0.68243, 1.03202, 1.49697], [-0.37586, 3.08806, 1.52334], [-0.42752, 0.46324, -1.71629], [0.31359, 3.72511, 1.34543], [2.11945, -1.08536, -0.75306], [-2.16196, -2.08706, 1.40165]]}